[1]
The following is a DFT calculation (the ωB97M-V functional and the def2-TZVPD basis) of a cluster of 2 separate species, C2H4F2S2 in total.

Last column: natural (NBO) charge in e.
Atoms and positions in Å:
C: 0.817 -2.392 0.823  -0.612
C: -0.226 2.192 -0.968  0.436
F: 0.887 1.543 -0.631  -0.335
F: -0.901 1.340 -1.843  -0.363
S: -0.850 -2.399 0.647  0.552
S: -1.707 -1.022 1.646  -0.380
H: 1.539 -3.053 0.401  0.223
H: -1.058 2.427 -0.156  0.133
H: 1.377 -1.735 1.445  0.217
H: 0.122 3.099 -1.363  0.129

## Properties
Strongest force on any atom = 3.5 eV/A
Molar mass = 130.18 g/mol
Relative energy (zero: lowest compared OMol25 entry of this formula, charge and spin) = 150.5 kJ/mol
2S+1 = 1
LUMO = -0.9 eV
E = -1074.630670 a.u.
HOMO-LUMO gap = 7.813 eV

=====

[2]
The following is a DFT calculation (the ωB97M-V functional and the def2-TZVPD basis) of a cluster of 3 separate species, C2H4F3NO2P in total.

Last column: natural (NBO) charge in e.
Atoms and positions in Å:
C: -2.018 -0.259 -0.236  -0.004
C: 4.149 0.340 0.102  0.833
N: -1.519 0.858 -0.086  -0.636
O: 1.478 -1.498 0.550  -1.197
O: -0.283 -2.675 -0.699  -1.165
F: 3.966 1.170 -1.034  -0.380
F: 4.668 1.115 1.010  -0.321
F: 5.099 -0.538 -0.256  -0.340
P: 0.876 -2.813 0.277  1.380
H: -1.625 -1.122 0.097  0.175
H: -2.904 -0.421 -0.696  0.119
H: 3.217 -0.147 0.302  0.197
H: -0.762 0.855 0.566  0.336

## Properties
Total charge = -1
Strongest force on any atom = 3.7 eV/A
Molar mass = 162.03 g/mol
Relative energy (zero: lowest compared OMol25 entry of this formula, charge and spin) = 82.3 kJ/mol
2S+1 = 1
LUMO = 3.7 eV
E = -924.889987 a.u.
HOMO-LUMO gap = 8.336 eV

=====

[3]
The following is a DFT calculation (the ωB97M-V functional and the def2-TZVPD basis) of a structure of composition C2H4F3NO5S2Tb.

Last column: Mulliken spin population.
Atoms and positions in Å:
N: -0.760 0.989 -1.584  -0.001
S: 0.868 1.049 -1.677  0.014
O: 1.432 0.634 -0.196  0.010
O: 1.390 -0.236 -2.344  -0.017
S: -1.505 -0.393 -1.359  0.019
O: -0.651 -1.470 -0.765  -0.001
O: -2.334 -0.811 -2.479  -0.003
C: -2.708 0.001 0.009  0.001
F: -2.059 0.266 1.125  0.000
F: -3.433 1.045 -0.344  0.000
F: -3.493 -1.046 0.190  0.000
Tb: 1.639 -1.650 -0.684  5.980
O: 2.123 -1.534 1.438  -0.002
H: 2.903 -1.882 1.871  -0.004
C: 1.622 1.001 1.508  0.005
H: 0.545 1.212 1.586  0.000
H: 2.586 0.767 1.972  0.000
H: 1.837 2.056 1.733  -0.001

## Properties
Total charge = +1
Strongest force on any atom = 4.3 eV/A
Molar mass = 402.11 g/mol
Relative energy (zero: lowest compared OMol25 entry of this formula, charge and spin) = 269.2 kJ/mol
Expectation value of S² = 12.72
2S+1 = 7
LUMO (alpha / beta) = -5.2 / -4.7 eV
E = -2429.668897 a.u.
HOMO-LUMO gap (alpha / beta) = 9.260 / 9.822 eV

=====

[4]
The following is a DFT calculation (the ωB97M-V functional and the def2-TZVPD basis) of a structure of composition C2H4F3OPb.

Last column: natural (NBO) charge in e.
Atoms and positions in Å:
C: 2.014 0.082 0.776  1.204
F: 2.554 0.290 -0.428  -0.304
F: 2.015 1.332 1.576  -0.331
Pb: 4.385 -0.963 2.829  0.367
O: 2.438 -1.050 1.387  -0.576
H: 4.140 0.478 1.463  -0.401
C: 2.198 -2.302 0.701  -0.259
H: 2.482 -2.243 -0.357  0.212
H: 2.814 -3.041 1.223  0.215
H: 1.136 -2.547 0.804  0.207
F: 0.701 -0.054 0.524  -0.333

## Properties
Strongest force on any atom = 4.3 eV/A
Molar mass = 308.25 g/mol
Expectation value of S² = 0.75
2S+1 = 2
LUMO (alpha / beta) = -0.1 / -0.3 eV
E = -646.170965 a.u.
HOMO-LUMO gap (alpha / beta) = 6.171 / 8.200 eV

=====

[5]
The following is a DFT calculation (the ωB97M-V functional and the def2-TZVPD basis) of the molecule C2H4F3P.

Last column: natural (NBO) charge in e.
Atoms and positions in Å:
C: -0.700 1.002 0.412  -0.629
C: 0.073 -0.321 0.530  -0.060
F: -0.720 -0.970 1.566  -0.378
P: 0.217 -1.113 -1.335  1.400
F: 1.178 0.015 -1.990  -0.577
F: 1.398 -2.135 -0.956  -0.576
H: -0.435 1.360 -0.532  0.201
H: -1.669 0.746 0.445  0.221
H: -0.440 1.695 1.081  0.217
H: 1.099 -0.279 0.778  0.181

## Properties
SMILES string = C[C@@H](F)P(F)F
Strongest force on any atom = 4.9 eV/A
Molar mass = 116.02 g/mol
Relative energy (zero: lowest compared OMol25 entry of this formula, charge and spin) = 0.0 kJ/mol
2S+1 = 1
LUMO = 0.7 eV
E = -719.573144 a.u.
HOMO-LUMO gap = 10.672 eV

=====

[6]
The following is a DFT calculation (the ωB97M-V functional and the def2-TZVPD basis) of a cluster of 2 separate species, C2H4F4N2 in total.

Last column: natural (NBO) charge in e.
Atoms and positions in Å:
C: 0.536 -0.194 -0.528  0.560
C: 1.500 -0.593 -1.621  0.945
N: 0.703 -0.554 0.784  -0.737
N: -0.323 0.865 -0.646  -0.716
F: -1.051 -1.906 -1.258  -0.839
F: 1.913 -1.819 -1.364  -0.280
F: 1.037 -0.478 -2.823  -0.259
F: 2.583 0.297 -1.479  -0.338
H: -0.101 -0.492 1.334  0.403
H: 1.270 -1.344 0.953  0.419
H: -0.653 1.317 -1.488  0.442
H: -0.739 1.041 0.276  0.400

## Properties
Strongest force on any atom = 4.2 eV/A
Molar mass = 132.06 g/mol
Relative energy (zero: lowest compared OMol25 entry of this formula, charge and spin) = 196.1 kJ/mol
2S+1 = 1
LUMO = -0.2 eV
E = -587.530365 a.u.
HOMO-LUMO gap = 8.706 eV

=====

[7]
The following is a DFT calculation (the ωB97M-V functional and the def2-TZVPD basis) of the molecule C2H4FIO.

Last column: natural (NBO) charge in e.
Atoms and positions in Å:
C: -0.148 -0.472 -0.089  -0.247
O: 1.248 -0.576 0.172  -0.544
C: 1.883 0.774 0.323  0.334
F: 1.612 1.291 1.580  -0.356
I: 3.907 0.624 -0.223  0.121
H: -0.694 -0.147 0.704  0.178
H: -0.550 -1.432 -0.175  0.198
H: -0.240 0.150 -1.104  0.164
H: 1.475 1.497 -0.285  0.152

## Properties
SMILES string = CO[C@@H](F)I
Strongest force on any atom = 4.6 eV/A
Molar mass = 189.96 g/mol
Relative energy (zero: lowest compared OMol25 entry of this formula, charge and spin) = 81.4 kJ/mol
2S+1 = 1
LUMO = 0.4 eV
E = -551.347194 a.u.
HOMO-LUMO gap = 10.405 eV

=====

[8]
The following is a DFT calculation (the ωB97M-V functional and the def2-TZVPD basis) of a cluster of 2 separate species, C2H4FN in total.

Last column: natural (NBO) charge in e.
Atoms and positions in Å:
C: 0.645 0.651 0.305  0.427
C: -0.012 -0.013 -0.590  -0.645
N: -0.072 -1.138 2.184  -0.548
F: 1.661 1.378 0.611  -0.279
H: -0.283 -0.114 1.689  0.275
H: -0.976 -0.629 -0.219  0.243
H: 0.011 -0.390 -1.638  0.244
H: 0.851 -1.253 1.622  0.282

## Properties
Strongest force on any atom = 3.8 eV/A
Molar mass = 61.06 g/mol
Relative energy (zero: lowest compared OMol25 entry of this formula, charge and spin) = 175.9 kJ/mol
Expectation value of S² = 2.02
2S+1 = 3
LUMO (alpha / beta) = 0.8 / -0.7 eV
E = -232.976065 a.u.
HOMO-LUMO gap (alpha / beta) = 9.708 / 9.645 eV

=====

[9]
The following is a DFT calculation (the ωB97M-V functional and the def2-TZVPD basis) of the ion C2H4FN2O with charge +1.

Last column: natural (NBO) charge in e.
Atoms and positions in Å:
N: 2.480 -0.331 -0.413  -0.434
C: 1.481 -0.150 0.207  0.744
N: 0.339 -0.085 0.878  -0.298
O: -0.663 0.757 0.530  -0.300
C: -1.571 0.227 -0.347  0.296
F: -1.107 0.159 -1.606  -0.325
H: 3.419 0.071 -0.533  0.496
H: 0.054 -0.737 1.597  0.456
H: -1.835 -0.746 -0.059  0.151
H: -2.597 0.835 -0.256  0.214

## Properties
Total charge = +1
SMILES string = [NH+]#CNOCF
Strongest force on any atom = 3.9 eV/A
Molar mass = 91.06 g/mol
Relative energy (zero: lowest compared OMol25 entry of this formula, charge and spin) = 0.0 kJ/mol
2S+1 = 1
LUMO = -5.5 eV
E = -362.822461 a.u.
HOMO-LUMO gap = 11.234 eV

=====

[10]
The following is a DFT calculation (the ωB97M-V functional and the def2-TZVPD basis) of a cluster of 2 separate species, C2H4FNO in total.

Last column: natural (NBO) charge in e.
Atoms and positions in Å:
C: 0.970 -1.387 -0.056  0.753
C: -0.793 0.913 0.297  -0.488
N: 0.448 0.575 -0.327  -0.327
O: 0.319 -2.234 0.442  -0.559
F: 2.205 -1.436 -0.424  -0.330
H: -1.090 1.792 -0.070  0.200
H: -1.516 0.175 0.018  0.232
H: -0.810 0.952 1.443  0.205
H: 0.266 0.649 -1.323  0.314

## Properties
Strongest force on any atom = 4.2 eV/A
Molar mass = 77.06 g/mol
Relative energy (zero: lowest compared OMol25 entry of this formula, charge and spin) = 92.0 kJ/mol
Expectation value of S² = 2.01
2S+1 = 3
LUMO (alpha / beta) = 1.0 / -2.0 eV
E = -308.270544 a.u.
HOMO-LUMO gap (alpha / beta) = 7.614 / 8.923 eV

=====

Please write out number 10 again, unchanged.
The following is a DFT calculation (the ωB97M-V functional and the def2-TZVPD basis) of a cluster of 2 separate species, C2H4FNO in total.

Last column: natural (NBO) charge in e.
Atoms and positions in Å:
C: 0.970 -1.387 -0.056  0.753
C: -0.793 0.913 0.297  -0.488
N: 0.448 0.575 -0.327  -0.327
O: 0.319 -2.234 0.442  -0.559
F: 2.205 -1.436 -0.424  -0.330
H: -1.090 1.792 -0.070  0.200
H: -1.516 0.175 0.018  0.232
H: -0.810 0.952 1.443  0.205
H: 0.266 0.649 -1.323  0.314

## Properties
Strongest force on any atom = 4.2 eV/A
Molar mass = 77.06 g/mol
Relative energy (zero: lowest compared OMol25 entry of this formula, charge and spin) = 92.0 kJ/mol
Expectation value of S² = 2.01
2S+1 = 3
LUMO (alpha / beta) = 1.0 / -2.0 eV
E = -308.270544 a.u.
HOMO-LUMO gap (alpha / beta) = 7.614 / 8.923 eV